DFT (ωB97M-V with the def2-TZVPD basis set) results for C43H29F2N4O3Tc as an isolated structure.

```
82
C43H29F2N4O3Tc | the OMol25 dataset | ωB97M-V with the def2-TZVPD basis set
Tc 0.634 -0.692 0.063
C 4.464 -0.064 -2.340
C 3.588 0.067 -1.247
N 2.702 -0.852 -0.943
C 2.639 -1.989 -1.699
C 3.434 -2.183 -2.836
C 4.373 -1.169 -3.140
C 3.249 -3.364 -3.597
C 2.312 -4.282 -3.214
C 1.526 -4.097 -2.051
C 1.697 -2.977 -1.283
N 1.045 -2.639 -0.087
C 0.973 -3.440 1.030
C 1.167 -4.800 1.138
C 1.089 -5.426 2.399
C 0.838 -4.724 3.546
C 0.675 -3.321 3.477
C 0.473 -2.481 4.594
C 0.382 -1.125 4.423
C 0.482 -0.582 3.137
N 0.654 -1.344 2.069
C 0.748 -2.701 2.221
H 5.182 0.720 -2.538
H 3.598 0.948 -0.614
H 5.014 -1.283 -4.005
H 3.851 -3.524 -4.481
H 2.163 -5.175 -3.805
H 0.785 -4.834 -1.775
H 1.385 -5.395 0.264
H 1.233 -6.497 2.452
H 0.779 -5.221 4.505
H 0.401 -2.920 5.581
H 0.237 -0.461 5.262
H 0.402 0.482 2.968
F -4.049 -3.048 1.454
C -3.323 -2.468 0.492
C -2.086 -1.945 0.822
C -1.317 -1.332 -0.160
C -1.826 -1.243 -1.473
C -3.070 -1.807 -1.744
F -3.573 -1.755 -2.990
C -3.840 -2.427 -0.785
C -1.038 -0.447 -2.418
C -1.407 -0.082 -3.709
C -0.649 0.846 -4.397
C 0.457 1.418 -3.786
C 0.801 0.982 -2.529
N 0.104 0.039 -1.876
H -1.762 -2.034 1.850
H -4.804 -2.849 -1.026
H -2.296 -0.494 -4.155
H -0.941 1.147 -5.394
H 1.040 2.189 -4.268
H 1.643 1.403 -2.000
O -1.130 1.286 1.280
C -0.590 2.585 1.022
C 0.902 2.376 0.672
O 1.643 3.316 0.546
O 1.285 1.133 0.483
C -1.234 3.202 -0.220
C -2.079 2.452 -1.030
C -2.639 3.016 -2.171
C -2.351 4.327 -2.512
C -1.505 5.078 -1.703
C -0.952 4.522 -0.563
C -0.767 3.437 2.269
C -2.037 3.935 2.548
C -2.285 4.616 3.729
C -1.259 4.815 4.642
C 0.011 4.331 4.367
C 0.258 3.644 3.185
H -2.050 1.391 1.557
H -2.309 1.428 -0.765
H -3.308 2.427 -2.787
H -2.791 4.769 -3.396
H -1.282 6.105 -1.960
H -0.291 5.105 0.066
H -2.835 3.808 1.823
H -3.275 5.003 3.931
H -1.447 5.356 5.560
H 0.819 4.497 5.067
H 1.262 3.298 2.974
```

The charge is +1. The expectation value of S² is 3.79. As for the multiplicity: 4. The energy above the lowest of the compared OMol25 structures with the same formula, charge and spin comes out at 0.0 kJ/mol. The calculation puts the HOMO energy (alpha / beta) at -0.375 / -0.387 Eh.

Atomic partial charges in e from the Mulliken method, atoms 1 to 6: number 1, Tc, carries -1.146; number 2, C, carries -1.011; number 3, C, carries -0.242; number 4, N, carries -0.032; number 5, C, carries 1.139; number 6, C, carries 0.958